Record 1
The following is a quantum chemistry calculation of C38H39BrIIrN4O3S2 as an isolated structure, from the OMol25 dataset.

Summary:
Energy above the lowest of the compared OMol25 structures with the same formula, charge and spin = 0.0 kJ/mol
E_tot = -154788.0013 eV
Frontier orbital gap (spin up / spin down) = 7.64 / 6.28 eV

```
! RIJCOSX wB97M-V def2-TZVPD def2/J DEFGRID3
* xyz 1 6
Ir -0.323 -0.410 0.903
O 3.446 -4.301 4.633
C 2.726 -3.463 3.876
C 1.567 -2.827 4.315
C 0.911 -1.984 3.448
N 1.321 -1.734 2.195
C 2.414 -2.372 1.792
Br 2.979 -2.121 0.003
C 3.159 -3.234 2.572
H 3.059 -4.392 5.513
H 1.174 -2.990 5.308
H -0.013 -1.494 3.731
H 4.042 -3.720 2.192
O -1.838 0.775 4.459
C -2.117 0.403 3.333
O -1.546 -0.579 2.728
C -3.278 1.078 2.626
C -4.308 1.522 3.440
C -5.424 2.156 2.917
C -5.516 2.391 1.551
C -4.494 1.984 0.724
C -3.367 1.306 1.232
S -2.209 0.867 0.036
H -4.213 1.367 4.505
H -6.217 2.477 3.576
H -6.378 2.894 1.140
H -4.538 2.174 -0.339
C 4.034 2.097 1.427
C 3.238 2.014 0.161
C 3.407 2.964 -0.849
C 2.679 2.901 -2.035
C 2.881 3.925 -3.114
C 1.761 1.882 -2.214
C 1.539 0.909 -1.209
C 2.315 1.013 -0.031
N 0.594 -0.067 -1.210
C 0.046 -0.602 -2.471
C -0.805 0.437 -3.232
C -1.373 -0.201 -4.504
C -0.232 -0.720 -5.382
C 0.551 -1.798 -4.629
C -0.381 -2.948 -4.253
C -1.495 -2.405 -3.361
C -2.299 -1.356 -4.128
C -0.888 -1.757 -2.115
C 1.161 -1.193 -3.361
H 5.089 1.897 1.240
H 3.677 1.375 2.163
H 3.960 3.093 1.862
H 4.119 3.767 -0.707
H 3.426 4.788 -2.739
H 1.928 4.269 -3.510
H 3.452 3.504 -3.942
H 1.177 1.889 -3.116
H 2.191 0.254 0.735
H -0.240 1.329 -3.490
H -1.623 0.763 -2.584
H -1.936 0.562 -5.048
H 0.433 0.102 -5.659
H -0.635 -1.131 -6.310
H 1.363 -2.170 -5.260
H 0.180 -3.727 -3.729
H -0.805 -3.401 -5.152
H -2.153 -3.220 -3.046
H -3.126 -0.989 -3.515
H -2.733 -1.800 -5.027
H -0.326 -2.495 -1.541
H -1.692 -1.376 -1.482
H 1.907 -0.452 -3.637
H 1.679 -1.967 -2.786
I 0.481 5.740 1.179
C 0.644 3.939 2.197
C 1.104 3.883 3.513
C 1.222 2.641 4.106
C 0.872 1.512 3.383
N 0.417 1.569 2.126
C 0.313 2.763 1.544
H 1.365 4.784 4.050
H 1.567 2.541 5.123
H 0.941 0.531 3.828
H -0.026 2.778 0.517
S -1.670 -5.101 1.130
C -3.004 -4.040 1.263
C -2.591 -2.754 1.151
N -1.247 -2.603 0.952
C -0.649 -3.760 0.917
H -4.000 -4.403 1.428
H -3.210 -1.877 1.226
H 0.407 -3.876 0.747
*
```

Here are the Mulliken charges for atoms 1 to 6, given in e: Ir 4.562; O -0.538; C 0.722; C -0.818; C -0.790; N -0.080

Record 2
The following is a quantum chemistry calculation of C38H40BBrCrN9O4PSSe2 as an isolated structure, from the OMol25 dataset.

Summary:
Energy above the lowest of the compared OMol25 structures with the same formula, charge and spin = 46.5 kJ/mol
E_tot = -311607.1856 eV
Frontier orbital gap (spin up / spin down) = 5.66 / 5.80 eV

```
! RIJCOSX wB97M-V def2-TZVPD def2/J DEFGRID3
* xyz 1 2
Cr -0.158 0.269 -0.055
B -1.488 0.334 3.154
N -0.303 -0.603 2.842
C 0.300 -1.357 3.759
C 1.451 -1.898 3.205
C 1.463 -1.408 1.909
N 0.396 -0.626 1.708
N -2.403 0.455 1.920
C -3.725 0.598 2.005
C -4.244 0.715 0.726
C -3.137 0.631 -0.101
N -2.027 0.479 0.635
H -2.109 -0.156 4.036
H -1.033 1.398 3.445
H -0.100 -1.445 4.748
H 2.162 -2.550 3.665
H 2.180 -1.590 1.131
H -4.218 0.604 2.953
H -5.265 0.835 0.440
H -3.106 0.669 -1.175
Se -1.213 4.657 -0.588
P -0.679 3.565 -2.347
Se -0.665 1.315 -2.258
C -1.828 4.068 -3.675
C -2.533 3.181 -4.470
C -3.391 3.681 -5.436
C -3.529 5.049 -5.608
C -2.799 5.931 -4.827
C -1.946 5.442 -3.859
C 0.896 4.135 -3.073
C 1.386 3.454 -4.180
C 2.464 3.969 -4.875
C 3.041 5.166 -4.474
C 2.546 5.844 -3.371
C 1.476 5.325 -2.662
H -2.410 2.113 -4.329
H -3.951 3.000 -6.058
H -4.202 5.433 -6.358
H -2.887 6.996 -4.970
H -1.378 6.120 -3.235
H 0.907 2.531 -4.484
H 2.845 3.448 -5.741
H 3.874 5.573 -5.030
H 2.980 6.784 -3.068
H 1.088 5.846 -1.797
Br 5.021 -3.413 -4.421
C 4.050 -2.272 -3.262
C 4.432 -2.160 -1.934
C 3.727 -1.326 -1.090
C 2.623 -0.607 -1.552
C 2.265 -0.720 -2.897
C 2.972 -1.545 -3.749
N 1.882 0.218 -0.679
C 2.565 1.095 -0.013
C 1.868 2.024 0.812
C 2.522 3.003 1.559
C 1.775 3.895 2.305
C 0.393 3.782 2.270
C -0.193 2.792 1.494
N 0.515 1.908 0.791
H 5.274 -2.728 -1.570
H 4.030 -1.244 -0.057
H 1.432 -0.147 -3.276
H 2.687 -1.623 -4.788
H 3.643 1.193 -0.129
H 3.599 3.038 1.545
H 2.253 4.657 2.900
H -0.240 4.456 2.822
H -1.268 2.691 1.469
C -1.194 -4.581 6.417
C -0.889 -5.858 5.672
S -1.530 -5.778 3.976
O -2.777 -5.061 3.936
O -1.491 -7.088 3.397
C -0.371 -4.726 3.007
C -0.794 -4.975 1.567
N -0.537 -3.865 0.679
C -1.317 -2.779 0.503
N -0.810 -1.965 -0.434
C 0.293 -2.582 -0.912
C 0.505 -3.748 -0.213
N 1.674 -4.540 -0.237
O 1.885 -5.279 0.702
O 2.416 -4.365 -1.179
C -2.600 -2.584 1.209
H -1.060 -4.716 7.487
H -2.227 -4.297 6.230
H -0.543 -3.776 6.085
H -1.380 -6.725 6.105
H 0.173 -6.061 5.573
H 0.653 -5.032 3.186
H -0.541 -3.700 3.320
H -1.868 -5.182 1.564
H -0.273 -5.861 1.202
H 0.848 -2.209 -1.749
H -3.128 -3.530 1.321
H -3.228 -1.896 0.647
H -2.445 -2.189 2.213
*
```

Here are the Mulliken charges for atoms 1 to 6, given in e: Cr -0.122; B -1.369; N -0.151; C -0.632; C -1.299; C -0.658

Record 3
The following is a quantum chemistry calculation of C38H40ClN7PRuSi as an isolated structure, from the OMol25 dataset.

Summary:
Energy above the lowest of the compared OMol25 structures with the same formula, charge and spin = 0.0 kJ/mol
E_tot = -82745.9697 eV
Frontier orbital gap (spin up / spin down) = 8.21 / 6.10 eV

```
! RIJCOSX wB97M-V def2-TZVPD def2/J DEFGRID3
* xyz 2 2
Ru -0.497 0.171 0.080
C -1.922 1.211 3.598
C -0.488 0.846 3.357
C 0.458 0.962 4.390
C 1.760 0.559 4.186
C 2.123 -0.001 2.965
C 1.148 -0.087 1.978
N -0.117 0.377 2.176
N 1.250 -0.576 0.720
Si 2.299 -1.986 0.148
C 4.079 -1.737 0.559
C 1.557 -3.415 1.033
C 2.061 -2.125 -1.665
H -2.004 2.188 4.073
H -2.371 0.484 4.278
H -2.496 1.214 2.672
H 0.140 1.373 5.338
H 2.493 0.665 4.975
H 3.127 -0.337 2.766
H 4.285 -1.663 1.626
H 4.498 -0.859 0.064
H 4.624 -2.612 0.195
H 1.650 -3.322 2.117
H 2.052 -4.343 0.735
H 0.495 -3.509 0.789
H 2.261 -1.195 -2.200
H 1.053 -2.465 -1.906
H 2.752 -2.876 -2.057
Cl -0.430 -0.220 -2.429
C -1.928 0.473 -3.087
C -2.023 0.600 -4.455
C -3.203 1.124 -4.972
C -4.243 1.491 -4.129
C -4.115 1.342 -2.755
C -2.941 0.820 -2.215
P -2.668 0.584 -0.462
C -3.954 1.447 0.431
C -4.953 0.738 1.098
C -5.953 1.426 1.773
C -5.956 2.813 1.782
C -4.962 3.524 1.118
C -3.960 2.844 0.448
C -2.825 -1.193 -0.183
C -3.300 -2.081 -1.156
C -3.292 -3.441 -0.913
C -2.802 -3.941 0.294
C -2.322 -3.079 1.261
C -2.331 -1.702 1.030
H -1.207 0.304 -5.100
H -3.302 1.247 -6.042
H -5.159 1.892 -4.540
H -4.928 1.627 -2.098
H -4.959 -0.345 1.088
H -6.732 0.878 2.286
H -6.739 3.345 2.306
H -4.972 4.605 1.125
H -3.195 3.403 -0.080
H -3.673 -1.704 -2.100
H -3.672 -4.121 -1.664
H -2.814 -5.008 0.476
H -1.955 -3.465 2.202
H -2.025 -1.035 1.825
C -0.756 3.415 1.577
C 0.245 3.117 0.530
N 0.431 1.962 -0.094
C 1.485 2.132 -0.975
C 1.952 3.393 -0.855
N 1.167 4.002 0.100
C 1.382 5.349 0.645
N 1.546 5.286 2.062
N 0.586 5.816 2.873
N 0.883 5.583 4.088
C 2.073 4.870 4.116
C 2.803 4.383 5.208
C 3.956 3.691 4.926
C 4.380 3.482 3.591
C 3.672 3.959 2.512
C 2.505 4.671 2.818
H -1.574 2.709 1.499
H -1.149 4.427 1.484
H -0.311 3.338 2.570
H 1.841 1.337 -1.605
H 2.755 3.910 -1.351
H 0.536 6.003 0.446
H 2.269 5.747 0.154
H 2.474 4.564 6.222
H 4.564 3.310 5.735
H 5.302 2.940 3.418
H 4.014 3.799 1.498
*
```

Here are the Mulliken charges for atoms 1 to 6, given in e: Ru 0.127; C -1.036; C 0.647; C -1.114; C -0.518; C -0.781